Below is a molecular structure, C32H46Cl2FN3OSiV, with properties calculated with ωB97M-V with the def2-TZVPD basis set.

```
87
Properties=species:S:1:pos:R:3
V 10.138 12.676 9.714
C 11.345 11.971 12.633
C 12.736 11.558 12.327
C 13.754 12.448 12.994
C 13.199 11.129 10.930
C 14.292 10.307 10.838
C 14.797 9.851 9.607
C 14.063 10.098 8.454
C 12.962 10.990 8.538
C 12.484 11.409 7.152
C 13.677 11.741 6.176
C 11.512 12.617 7.023
C 12.556 11.647 9.710
N 11.992 12.923 9.795
C 12.571 14.232 9.636
C 13.934 14.400 9.236
C 14.461 15.661 9.101
C 13.699 16.834 9.286
C 12.439 16.687 9.940
C 11.920 15.413 9.986
F 10.729 15.326 10.715
H 11.222 13.067 12.392
H 11.125 11.914 13.751
H 10.506 11.388 12.135
H 12.806 10.608 12.878
H 13.724 13.404 12.477
H 14.771 12.006 12.978
H 13.514 12.684 14.093
H 14.906 10.073 11.709
H 15.756 9.439 9.428
H 14.292 9.561 7.520
H 11.960 10.585 6.732
H 13.392 12.626 5.500
H 13.753 10.891 5.493
H 14.519 12.044 6.718
H 12.023 13.610 7.219
H 10.619 12.603 7.728
H 11.155 12.530 6.020
H 14.466 13.533 8.903
H 15.441 15.739 8.703
H 14.036 17.751 8.970
H 11.842 17.447 10.421
C 8.527 15.446 7.800
C 7.803 14.235 8.386
C 6.414 14.126 8.515
C 5.828 12.868 8.873
C 6.594 11.762 9.010
C 8.021 11.943 8.982
N 8.591 13.158 8.613
N 8.984 11.135 9.407
Si 8.716 9.415 10.120
C 7.808 8.479 8.765
C 7.872 9.622 11.766
C 10.467 8.763 10.219
H 8.825 15.322 6.734
H 9.449 15.541 8.398
H 7.956 16.427 7.829
H 5.791 15.028 8.335
H 4.733 12.929 9.012
H 6.227 10.813 9.401
H 6.838 8.296 9.247
H 8.335 7.591 8.367
H 7.694 9.182 7.899
H 6.925 9.113 11.798
H 7.634 10.710 11.880
H 8.468 9.371 12.645
H 10.432 7.658 10.341
H 11.173 9.252 10.914
H 10.917 8.913 9.241
Cl 8.494 13.944 14.733
C 9.026 14.564 13.115
Cl 8.546 13.259 11.779
H 10.076 14.623 13.041
H 8.524 15.528 12.822
C 11.889 5.575 6.515
C 11.098 5.560 5.213
C 9.706 5.926 5.726
O 9.617 5.596 7.154
C 10.931 4.954 7.556
H 12.066 6.654 6.780
H 12.874 5.159 6.547
H 11.029 4.543 4.799
H 11.368 6.184 4.376
H 8.874 5.408 5.253
H 9.559 7.019 5.719
H 10.778 3.885 7.541
H 11.250 5.304 8.527
```

Summary:
- Kohn-Sham gap (alpha / beta): 7.391 / 8.156 eV
- Energy relative to the best compared isomer or geometry (same formula, charge and spin): 15.1 kJ/mol
- Expectation value of S²: 2.023
- Total charge: +1
- E_HOMO (alpha / beta): -10.59 / -10.82 eV
- 2S+1: 3

Below is 15 unconnected molecules or ions with the total composition C48H132N8O14, with properties calculated with ωB97M-V with the def2-TZVPD basis set.

```
202
Properties=species:S:1:pos:R:3
N -1.182 4.909 -2.084
H -1.706 4.966 -2.955
H -0.476 5.645 -2.058
H -0.687 3.986 -2.062
H -1.825 4.918 -1.295
C 1.041 3.490 0.398
C 0.680 2.085 -0.112
C -0.266 1.515 0.944
C -1.110 0.329 0.443
C -1.741 0.658 -0.915
C -0.753 1.175 -1.995
N 0.035 2.238 -1.410
O 0.830 2.906 -2.370
C -1.607 1.608 -3.153
C 0.089 -0.045 -2.434
C 1.940 1.208 -0.101
H 0.221 4.204 0.412
H 1.770 3.857 -0.334
H 1.546 3.487 1.363
H -1.004 2.224 1.334
H 0.252 1.086 1.807
H -1.891 0.077 1.164
H -0.470 -0.559 0.397
H -2.624 1.289 -0.781
H -2.141 -0.322 -1.208
H -2.099 0.821 -3.722
H -1.020 2.202 -3.866
H -2.381 2.383 -3.015
H 0.871 0.190 -3.155
H -0.591 -0.812 -2.815
H 0.536 -0.527 -1.563
H 2.480 1.333 -1.044
H 1.753 0.145 0.050
H 2.688 1.530 0.632
C -2.132 0.435 4.271
C -3.323 1.381 4.210
C -4.615 0.605 4.450
O -3.219 2.361 5.238
H -2.102 -0.288 3.453
H -2.090 -0.060 5.241
H -1.188 0.971 4.137
H -3.414 1.869 3.238
H -5.531 1.187 4.325
H -4.651 0.119 5.428
H -4.759 -0.182 3.703
H -3.524 1.983 6.067
C 4.301 4.463 1.993
C 5.786 4.846 1.984
C 6.354 4.915 3.391
O 6.597 3.910 1.284
H 3.861 4.393 0.997
H 3.707 5.192 2.546
H 4.249 3.482 2.475
H 5.882 5.820 1.489
H 6.226 4.028 4.015
H 5.775 5.672 3.939
H 7.389 5.242 3.468
H 6.247 3.808 0.389
C 0.414 -3.705 1.519
C 1.846 -3.476 1.978
C 2.345 -2.058 1.816
O 2.140 -3.975 3.266
H 0.250 -3.720 0.442
H -0.231 -2.912 1.913
H 0.110 -4.662 1.945
H 2.489 -4.074 1.318
H 2.379 -1.783 0.756
H 3.378 -1.935 2.148
H 1.765 -1.328 2.391
H 1.937 -3.342 3.963
C -0.613 6.843 4.648
C -1.289 5.640 4.006
C -0.577 5.199 2.727
O -1.167 4.548 4.928
H 0.469 6.803 4.492
H -0.683 6.790 5.734
H -0.972 7.789 4.248
H -2.334 5.866 3.782
H -0.817 4.187 2.409
H 0.496 5.302 2.890
H -0.832 5.827 1.863
H -1.899 3.929 4.806
C 1.860 -2.920 -2.371
C 2.658 -4.176 -2.624
C 4.004 -4.163 -1.918
O 1.839 -5.281 -2.259
H 0.993 -2.852 -3.027
H 2.463 -2.041 -2.614
H 1.604 -2.759 -1.321
H 2.884 -4.216 -3.697
H 4.377 -5.191 -1.851
H 4.072 -3.699 -0.932
H 4.785 -3.663 -2.499
H 2.410 -6.030 -2.061
O 3.804 2.485 -2.977
H 4.063 1.545 -3.002
H 3.024 2.501 -2.397
O 1.824 5.246 -3.589
H 2.400 4.904 -4.281
H 1.653 4.474 -3.021
C 5.032 0.885 7.262
C 5.186 0.644 5.782
C 4.056 1.263 4.983
O 2.852 0.524 5.240
C 1.835 1.030 4.413
N 6.422 1.282 5.271
H 4.176 0.336 7.657
H 4.866 1.940 7.497
H 5.917 0.606 7.837
H 5.124 -0.427 5.552
H 4.264 1.283 3.906
H 3.850 2.304 5.259
H 0.921 0.435 4.448
H 2.120 0.779 3.375
H 1.616 2.098 4.479
H 6.308 1.373 4.262
H 7.219 0.652 5.323
C 6.994 0.654 -0.598
C 5.566 0.158 -0.531
C 5.147 -0.673 -1.758
O 5.187 0.119 -2.919
C 4.560 -0.556 -3.992
N 5.312 -0.634 0.681
H 7.221 1.430 0.128
H 7.209 1.049 -1.597
H 7.724 -0.161 -0.555
H 4.883 1.012 -0.491
H 4.166 -1.111 -1.526
H 5.806 -1.555 -1.818
H 4.883 -1.576 -4.231
H 4.689 0.008 -4.918
H 3.480 -0.602 -3.807
H 5.588 -1.591 0.472
H 4.336 -0.654 0.939
C -6.554 -5.148 3.441
C -5.142 -5.480 2.939
C -4.337 -4.202 2.762
O -4.853 -3.529 1.633
C -4.184 -2.317 1.383
N -4.469 -6.340 3.926
H -6.999 -4.280 2.944
H -6.589 -4.917 4.509
H -7.223 -5.996 3.275
H -5.240 -5.930 1.951
H -3.296 -4.489 2.548
H -4.259 -3.578 3.664
H -3.094 -2.342 1.472
H -4.518 -1.580 2.122
H -4.432 -1.951 0.388
H -5.029 -7.173 4.057
H -4.442 -5.819 4.794
C 1.399 1.025 -8.069
C 0.718 1.906 -7.047
C -0.814 1.804 -7.082
O -1.217 0.466 -7.139
C -2.568 0.194 -6.981
N 1.208 1.590 -5.700
H 2.481 1.152 -8.069
H 1.134 1.346 -9.085
H 1.041 -0.002 -8.024
H 0.985 2.947 -7.246
H -1.188 2.329 -7.978
H -1.283 2.367 -6.263
H -2.721 -0.885 -6.979
H -3.242 0.595 -7.748
H -2.951 0.560 -6.017
H 1.306 0.592 -5.578
H 0.555 1.974 -5.031
C -4.773 -6.156 -2.308
C -3.922 -6.625 -1.119
C -3.161 -5.460 -0.512
O -2.292 -4.811 -1.393
C -1.879 -3.539 -0.967
N -4.766 -7.349 -0.157
H -4.498 -5.149 -2.633
H -5.835 -6.114 -2.058
H -4.656 -6.767 -3.204
H -3.286 -7.400 -1.569
H -2.596 -5.776 0.378
H -3.940 -4.782 -0.134
H -1.832 -3.500 0.127
H -2.600 -2.789 -1.312
H -0.883 -3.320 -1.347
H -5.117 -8.161 -0.654
H -4.181 -7.748 0.576
C -5.236 1.209 -1.639
C -5.316 1.159 -3.175
C -4.866 -0.181 -3.726
O -5.601 -1.271 -3.210
C -5.068 -1.980 -2.122
N -6.677 1.475 -3.621
H -5.960 0.654 -1.045
H -5.324 2.261 -1.353
H -4.252 0.863 -1.299
H -4.666 1.911 -3.632
H -3.793 -0.332 -3.541
H -4.946 -0.264 -4.812
H -4.007 -1.746 -1.968
H -5.140 -3.056 -2.284
H -5.604 -1.738 -1.198
H -7.345 0.722 -3.561
H -6.984 2.277 -3.090
```

Summary:
- Kohn-Sham gap: 6.267 eV
- E_HOMO: -6.84 eV

Below is a molecular structure, C23H54N3O6S2, with properties calculated with ωB97M-V with the def2-TZVPD basis set.

```
88
Properties=species:S:1:pos:R:3
C 1.463 -0.881 -0.089
C 0.829 -1.174 -1.452
C 1.472 -2.307 -2.294
C 2.916 -2.740 -1.990
C 4.036 -1.694 -2.157
C 3.886 -0.749 -3.366
C 3.832 0.748 -3.008
C 5.197 1.353 -2.598
C 5.589 1.339 -1.095
C 6.764 0.397 -0.754
S 6.627 -0.507 0.828
O 7.676 0.038 1.668
O 5.247 -0.339 1.254
N 6.791 -2.046 0.449
S 8.169 -2.823 0.403
O 7.917 -4.124 -0.182
O 8.957 -2.727 1.609
C 9.137 -1.929 -0.842
O 10.247 -2.725 -1.195
O 11.055 -1.994 -2.165
H 0.716 -0.439 0.585
H 2.277 -0.157 -0.149
H 1.853 -1.773 0.401
H -0.219 -1.452 -1.283
H 0.800 -0.255 -2.050
H 0.845 -3.202 -2.178
H 1.390 -2.040 -3.355
H 2.977 -3.150 -0.977
H 3.134 -3.582 -2.663
H 4.980 -2.247 -2.226
H 4.109 -1.111 -1.238
H 3.005 -1.018 -3.959
H 4.746 -0.873 -4.040
H 3.476 1.295 -3.892
H 3.098 0.924 -2.211
H 5.200 2.399 -2.930
H 5.987 0.861 -3.184
H 4.735 1.070 -0.472
H 5.878 2.356 -0.810
H 7.698 0.958 -0.652
H 6.881 -0.349 -1.543
H 9.467 -0.979 -0.395
H 8.490 -1.757 -1.716
H 10.495 -1.250 -2.422
C -0.634 2.766 -1.275
C -2.153 2.732 -1.375
N -2.692 1.388 -1.281
C -4.085 1.286 -1.671
C -5.121 2.023 -0.813
C -2.306 0.641 -0.094
C -2.662 1.223 1.281
H -0.186 2.090 -2.004
H -0.273 3.777 -1.473
H -0.279 2.482 -0.284
H -2.452 3.127 -2.351
H -2.574 3.421 -0.623
H -4.342 0.224 -1.707
H -4.165 1.650 -2.701
H -5.271 1.530 0.148
H -6.085 2.033 -1.328
H -4.839 3.060 -0.627
H -1.226 0.492 -0.134
H -2.735 -0.361 -0.181
H -2.422 2.286 1.344
H -2.080 0.712 2.050
H -3.715 1.095 1.534
C -6.538 2.403 3.828
C -7.227 1.355 2.968
N -6.504 0.097 2.921
C -6.964 -0.800 1.877
C -8.391 -1.354 1.973
C -6.215 -0.511 4.209
C -7.397 -0.827 5.135
H -5.499 2.530 3.520
H -7.049 3.361 3.720
H -6.554 2.144 4.888
H -7.274 1.728 1.940
H -8.271 1.249 3.305
H -6.259 -1.634 1.820
H -6.867 -0.262 0.928
H -8.487 -2.110 2.751
H -8.665 -1.822 1.026
H -9.118 -0.565 2.172
H -5.528 0.148 4.745
H -5.647 -1.425 4.016
H -8.093 0.010 5.200
H -7.028 -1.025 6.144
H -7.955 -1.706 4.814
```

Summary:
- Kohn-Sham gap: 8.179 eV
- Total charge: -1
- E_HOMO: -6.21 eV

Below is a molecular structure, C37H31BF4GeN6O5SSc, with properties calculated with ωB97M-V with the def2-TZVPD basis set.

```
87
Properties=species:S:1:pos:R:3
Sc 0.125 1.574 0.416
O 0.857 0.953 4.616
C 0.882 1.311 3.456
N -0.111 1.154 2.512
C -1.160 0.337 2.805
O -1.322 -0.437 3.726
C -2.283 0.436 1.783
C -3.584 0.135 2.175
C -4.603 0.258 1.248
C -4.291 0.632 -0.049
C -2.965 0.874 -0.366
N -1.981 0.793 0.532
C 2.020 2.150 2.940
C 2.960 2.667 3.821
C 3.954 3.481 3.304
C 3.976 3.737 1.938
C 3.005 3.162 1.137
N 2.048 2.377 1.632
H -3.755 -0.182 3.191
H -5.627 0.054 1.529
H -5.050 0.727 -0.811
H -2.678 1.138 -1.377
H 2.876 2.418 4.867
H 4.702 3.915 3.952
H 4.728 4.371 1.494
H 3.000 3.311 0.062
F 0.201 5.354 0.787
B -0.364 4.361 0.100
F -1.037 3.412 0.939
F -1.199 4.763 -0.904
F 0.662 3.480 -0.483
O -3.818 5.466 -3.630
C -2.664 5.474 -4.423
N -1.722 4.459 -4.027
C -1.571 3.303 -4.712
O -2.047 3.089 -5.807
C -0.749 2.256 -4.020
C -0.071 1.302 -4.772
C 0.657 0.337 -4.110
C 0.683 0.336 -2.722
N 0.031 1.235 -1.984
C -0.673 2.169 -2.634
H -3.583 5.753 -2.741
H -2.174 6.457 -4.387
H -2.979 5.254 -5.444
H -1.257 4.575 -3.141
H -0.138 1.333 -5.851
H 1.199 -0.426 -4.646
H 1.221 -0.424 -2.175
H -1.217 2.873 -2.019
O 3.484 -0.626 1.013
S 2.579 -0.021 0.015
N 1.024 -0.409 0.234
C 3.372 -3.844 4.211
C 2.443 -2.840 4.430
C 1.663 -2.375 3.387
C 1.802 -2.903 2.108
C 2.737 -3.913 1.900
C 3.516 -4.383 2.944
Ge 0.753 -2.247 0.601
C -1.158 -2.584 0.848
C -1.619 -3.207 2.000
C -2.941 -3.610 2.112
C -3.817 -3.408 1.062
C -3.373 -2.791 -0.097
C -2.056 -2.381 -0.197
C 1.287 -3.149 -1.050
C 2.565 -2.979 -1.573
C 2.931 -3.571 -2.769
C 2.022 -4.355 -3.464
C 0.756 -4.555 -2.942
C 0.396 -3.957 -1.745
H 3.984 -4.204 5.026
H 2.327 -2.408 5.414
H 0.948 -1.590 3.590
H 2.869 -4.338 0.911
H 4.241 -5.166 2.766
H -0.942 -3.384 2.823
H -3.281 -4.090 3.018
H -4.844 -3.737 1.142
H -4.052 -2.637 -0.924
H -1.713 -1.918 -1.118
H 3.304 -2.401 -1.030
H 3.932 -3.428 -3.153
H 2.306 -4.819 -4.399
H 0.044 -5.177 -3.464
H -0.600 -4.129 -1.353
```

Summary:
- Kohn-Sham gap (alpha / beta): 6.612 / 8.069 eV
- Energy relative to the best compared isomer or geometry (same formula, charge and spin): 57.0 kJ/mol
- Expectation value of S²: 0.755
- E_HOMO (alpha / beta): -7.02 / -8.77 eV
- 2S+1: 2

For each record above, in turn, the calculated E_tot values are -3739.9406 -3399.1591 -2320.7221 -5793.9289 a.u..